(1)
{
  "formula": "C19H36AsN5O7Si2Sn",
  "method": "ωB97M-V/def2-TZVPD",
  "species": ["Sn", "As", "Si", "Si", "O", "O", "O", "O", "O", "O", "O", "N", "N", "N", "N", "N", "C", "C", "C", "C", "C", "C", "C", "C", "C", "C", "C", "C", "C", "C", "C", "C", "C", "C", "C", "H", "H", "H", "H", "H", "H", "H", "H", "H", "H", "H", "H", "H", "H", "H", "H", "H", "H", "H", "H", "H", "H", "H", "H", "H", "H", "H", "H", "H", "H", "H", "H", "H", "H", "H", "H"],
  "coordinates": [[-0.6734, -0.1666, -0.5000], [-1.3553, 1.9710, 0.5804], [0.7692, 3.0996, 0.1834], [-2.7430, 2.6035, -1.3270], [6.7040, -1.4978, -2.6612], [0.6556, -1.6811, -3.9169], [4.9022, -1.2174, 1.6236], [1.1399, -0.8319, 0.0896], [2.8328, -0.9451, 2.0623], [5.4166, -1.6657, -4.3872], [-0.2796, -0.3696, -2.3985], [-2.5832, -0.8503, 2.0858], [3.7721, -1.0338, 1.2681], [5.6273, -1.4972, -3.2097], [0.1826, -1.1341, 2.7244], [-1.1008, -2.3596, -0.4298], [-3.7054, 4.0366, -0.6479], [1.6178, 2.6424, -1.4072], [0.1476, 4.8557, 0.2177], [2.0633, -1.1117, -2.1156], [-0.1951, -3.4294, 1.7063], [-0.2545, -2.5628, 2.9662], [-1.7510, 3.0095, -2.8426], [-1.6497, -2.5649, 3.5813], [2.2031, -0.9721, -0.7187], [-2.7525, -2.2328, 2.5727], [4.6221, -1.2115, -0.9868], [3.5045, -1.0538, -0.1803], [3.1873, -1.3028, -2.9100], [-2.7155, -3.1920, 1.3900], [4.4404, -1.3234, -2.3415], [0.7656, -1.1047, -2.8813], [-1.3597, -3.3449, 0.7130], [-3.7937, 1.0800, -1.6199], [1.7965, 2.6765, 1.6737], [-3.7131, -2.3694, 3.0756], [-0.3808, 5.1297, -0.6967], [-1.6948, -1.8842, 4.4364], [-0.6168, -0.6332, 2.3083], [-2.4446, 3.2094, -3.6645], [-4.6096, 1.3193, -2.3072], [-3.4899, -2.9435, 0.6587], [2.5107, 3.2661, -1.5091], [-0.5036, 5.0514, 1.0722], [-2.7606, -0.1814, 2.8333], [-1.1147, 2.1767, -3.1495], [-1.1338, 3.8998, -2.7151], [-4.4326, 4.3637, -1.3961], [-3.2189, 0.2796, -2.1019], [1.0386, -1.0615, 2.1350], [-1.8355, -3.5616, 3.9861], [-0.2017, -2.6648, -0.8073], [-3.0629, 4.8893, -0.4222], [-2.9828, -4.1843, 1.7622], [0.3962, -0.6811, 3.6145], [0.7692, -3.3261, 1.2020], [-1.7690, -2.5895, -1.1677], [3.0767, -1.4303, -3.9785], [5.6130, -1.2629, -0.5596], [0.4786, -2.9539, 3.6693], [-0.2176, -4.4557, 2.0810], [1.0050, 5.5286, 0.3123], [2.7353, 3.2364, 1.6430], [-4.2481, 0.7064, -0.6992], [2.0516, 1.6141, 1.7081], [1.2835, 2.9471, 2.5982], [-3.2899, -0.6384, 1.3865], [-1.3678, -4.2959, 0.1778], [0.9922, 2.8098, -2.2828], [1.9557, 1.6029, -1.4154], [-4.2550, 3.7700, 0.2560]],
  "forces_ev_per_a": [[0.433, -0.093, 0.081], [-0.192, 0.211, 0.038], [-0.058, 0.187, 0.033], [-0.062, 0.013, -0.048], [0.048, 0.117, 0.025], [-0.005, -0.088, -0.097], [0.063, 0.334, 0.009], [0.095, 0.139, -0.072], [-0.084, 0.237, -0.022], [-0.020, 0.123, -0.062], [0.219, -0.168, -0.129], [0.058, -0.026, -0.015], [-0.007, -0.781, 0.047], [-0.025, -0.333, 0.047], [0.031, -0.059, 0.115], [-0.236, -0.255, 0.318], [-0.015, -0.021, 0.000], [-0.044, -0.089, 0.018], [0.105, 0.012, -0.005], [0.085, 0.057, 0.041], [0.033, 0.050, 0.022], [0.033, 0.052, -0.064], [0.032, -0.024, 0.023], [-0.009, -0.015, 0.025], [-0.088, -0.060, 0.038], [-0.044, -0.041, 0.030], [-0.084, 0.019, 0.110], [-0.008, 0.159, -0.027], [0.026, 0.022, -0.067], [-0.005, -0.091, 0.021], [0.033, 0.072, -0.096], [-0.229, 0.136, 0.011], [0.133, 0.050, -0.255], [0.020, 0.009, 0.010], [0.014, -0.041, -0.016], [-0.022, 0.050, -0.003], [-0.014, -0.019, 0.012], [0.004, 0.011, -0.013], [-0.017, 0.052, -0.035], [-0.009, 0.006, 0.013], [0.003, 0.000, 0.003], [0.011, 0.052, -0.010], [-0.007, 0.009, 0.008], [-0.004, -0.018, -0.005], [0.020, -0.020, -0.001], [-0.017, 0.006, -0.017], [-0.005, -0.012, 0.002], [0.009, 0.002, 0.001], [-0.005, 0.005, 0.008], [-0.065, -0.014, -0.009], [0.001, 0.008, 0.004], [0.017, 0.075, -0.144], [0.002, -0.009, 0.002], [-0.020, 0.017, -0.005], [0.023, -0.028, 0.000], [-0.023, 0.042, 0.003], [-0.082, 0.112, -0.015], [-0.006, 0.001, 0.004], [0.003, 0.008, 0.008], [-0.037, -0.071, 0.033], [0.043, 0.005, 0.005], [-0.007, -0.003, -0.018], [-0.007, 0.000, -0.003], [-0.004, -0.002, -0.011], [-0.008, -0.001, 0.011], [0.006, -0.013, 0.004], [-0.026, -0.024, 0.012], [-0.034, -0.063, 0.093], [0.015, 0.003, -0.007], [0.016, 0.020, -0.012], [0.001, 0.005, -0.004]],
  "homo_lumo_gap_ha": 0.301,
  "charge": 2,
  "total_energy_ev": -124479.637,
  "homo_energy_ev": -15.01,
  "de_lowest_ev": 0.094
}

(2)
{
  "formula": "C19H36B3N3O6",
  "method": "ωB97M-V/def2-TZVPD",
  "species": ["O", "O", "O", "O", "O", "O", "N", "N", "N", "C", "C", "C", "C", "C", "C", "C", "C", "C", "C", "C", "C", "C", "C", "C", "C", "C", "C", "C", "B", "B", "B", "H", "H", "H", "H", "H", "H", "H", "H", "H", "H", "H", "H", "H", "H", "H", "H", "H", "H", "H", "H", "H", "H", "H", "H", "H", "H", "H", "H", "H", "H", "H", "H", "H", "H", "H", "H"],
  "coordinates": [[-7.0200, -2.2828, 3.5355], [-1.9540, 0.1254, -1.3310], [-0.8681, -1.2458, 0.2583], [8.0011, 2.6929, 2.7392], [0.0597, -1.0153, -1.8961], [-0.2752, 4.0338, -4.6206], [4.2391, -0.8733, 1.2621], [-6.4761, -4.4123, 3.0909], [9.0177, 1.5444, 1.1031], [0.9211, 4.7462, -4.8597], [-0.5842, 3.8769, -3.2528], [-0.7257, 0.8367, -3.4909], [-3.4310, -0.7147, 3.1308], [1.6889, -1.0717, 0.0945], [-2.3770, 0.6246, 1.1794], [8.0519, 1.6853, 2.0551], [-6.9013, -3.1748, 2.7146], [2.7489, -1.8760, -0.3232], [3.2248, -0.1122, 1.6695], [3.9866, -1.7368, 0.2784], [9.2300, 0.4319, 0.2031], [-3.6395, -0.1024, 1.7381], [-1.9171, 1.7491, -3.8239], [-7.2116, -2.9611, 1.2499], [1.9541, -0.1707, 1.1244], [-6.2768, -5.5827, 2.2629], [7.0656, 0.5525, 2.2109], [-1.8879, 3.1175, -3.1317], [-0.8976, -0.0463, -2.2174], [-1.7373, -0.1778, 0.0094], [0.2592, -1.1559, -0.5363], [-1.6352, 0.6891, 1.9804], [-0.6880, 4.8555, -2.7639], [1.1846, 0.4880, 1.5090], [-3.9330, -1.6794, 3.2061], [-6.9147, -6.4053, 2.5909], [1.4780, 4.2451, -5.6521], [10.2173, -0.0097, 0.3530], [-2.6089, 1.6500, 0.8901], [4.8194, -2.3503, -0.0540], [0.2330, 3.3566, -2.7333], [6.5055, 0.3812, 1.2935], [9.1538, 0.7515, -0.8382], [1.5516, 4.7871, -3.9668], [7.5736, -0.3733, 2.4842], [-6.5193, -5.3558, 1.2297], [0.7020, 5.7702, -5.1769], [-2.1344, 3.0135, -2.0706], [-7.5319, -1.9313, 1.1255], [2.6212, -2.6063, -1.1123], [3.4327, 0.5799, 2.4810], [-5.2387, -5.9172, 2.3046], [-6.3305, -3.1378, 0.6315], [-2.8331, 1.2507, -3.5018], [9.6442, 2.3315, 1.0458], [0.2024, 1.4018, -3.3546], [-3.9398, -0.9017, 1.0559], [-1.9539, 1.9089, -4.9009], [-8.0091, -3.6254, 0.9154], [6.3667, 0.8146, 2.9988], [-4.4653, 0.6054, 1.7785], [-2.6728, 3.7328, -3.5790], [8.4836, -0.3363, 0.3778], [-0.5227, 0.1632, -4.3302], [-3.8440, -0.0845, 3.9181], [-2.3771, -0.8789, 3.3607], [-6.2857, -4.4880, 4.0778]],
  "forces_ev_per_a": [[0.007, 0.039, -0.020], [0.442, 0.677, 0.219], [0.459, 0.918, 0.497], [-0.009, 0.008, 0.006], [0.434, 0.766, 0.184], [0.091, -0.150, -0.017], [-0.140, -0.074, -0.072], [0.011, -0.004, -0.026], [0.001, -0.010, -0.003], [0.001, 0.051, -0.008], [-0.109, 0.134, 0.118], [-0.335, -0.241, -0.006], [-0.093, -0.147, 0.046], [0.105, -0.379, 0.055], [-0.110, -0.077, 0.218], [-0.008, -0.020, 0.012], [0.017, -0.022, 0.015], [-0.116, 0.122, -0.103], [0.167, 0.055, 0.062], [0.131, 0.005, 0.056], [0.053, 0.093, 0.012], [0.241, -0.019, 0.114], [0.335, 0.097, 0.183], [-0.007, 0.056, 0.023], [-0.140, -0.079, -0.047], [0.014, 0.014, 0.105], [0.085, 0.115, 0.035], [-0.111, -0.038, -0.058], [-0.284, -0.528, -0.167], [-0.387, -0.525, -0.348], [-0.365, -0.685, -0.280], [-0.025, 0.045, 0.023], [0.001, 0.016, -0.041], [-0.041, -0.055, 0.020], [-0.056, 0.023, 0.078], [-0.017, -0.004, -0.037], [-0.032, 0.012, -0.020], [-0.015, -0.037, 0.007], [-0.069, -0.052, -0.146], [-0.017, 0.032, 0.081], [0.017, 0.001, -0.057], [0.000, -0.066, 0.016], [-0.029, -0.027, -0.009], [0.011, -0.031, -0.008], [-0.032, -0.032, -0.042], [0.003, -0.012, -0.007], [0.005, 0.004, 0.047], [0.080, -0.020, 0.009], [0.003, 0.003, 0.020], [-0.020, 0.035, -0.028], [0.056, -0.024, -0.068], [0.005, 0.003, -0.040], [-0.015, -0.030, -0.015], [-0.089, 0.011, -0.249], [-0.006, 0.002, 0.005], [0.011, -0.024, -0.134], [-0.089, 0.075, -0.056], [-0.085, -0.013, 0.005], [0.024, -0.018, -0.023], [0.016, 0.027, 0.005], [-0.080, -0.069, -0.088], [-0.035, 0.021, 0.081], [0.001, -0.009, -0.010], [0.082, 0.014, 0.016], [0.048, 0.067, -0.020], [0.013, -0.021, -0.117], [-0.005, 0.004, -0.002]],
  "homo_lumo_gap_ha": 0.355,
  "total_energy_ev": -39079.152,
  "homo_energy_ev": -9.34,
  "smiles": "CCCB1OB(CCCCOC)OB(c2ccncc2)O1.CNC(C)=O.CNC(C)=O"
}

(3)
{
  "formula": "C19H36ClF2NO6PS2",
  "method": "ωB97M-V/def2-TZVPD",
  "species": ["Cl", "S", "S", "P", "F", "F", "O", "O", "O", "O", "O", "O", "N", "C", "C", "C", "C", "C", "C", "C", "C", "C", "C", "C", "C", "C", "C", "C", "C", "C", "C", "C", "H", "H", "H", "H", "H", "H", "H", "H", "H", "H", "H", "H", "H", "H", "H", "H", "H", "H", "H", "H", "H", "H", "H", "H", "H", "H", "H", "H", "H", "H", "H", "H", "H", "H", "H", "H"],
  "coordinates": [[4.7915, -5.1566, -2.0879], [-0.1759, 0.6063, -2.8934], [2.6648, 1.6626, -2.4900], [1.3646, -3.9436, -0.6165], [0.4291, -5.1890, 0.2440], [0.9267, -2.8325, 0.6719], [-1.0361, 6.9484, 0.7102], [0.2618, 7.4028, -1.1219], [-4.5298, -8.3474, 2.7839], [-3.6243, -9.1528, 4.7266], [-2.4903, -7.6404, 3.4327], [-0.2357, 9.0335, 0.4066], [0.4085, 3.4338, -2.3151], [2.8878, -4.5209, 0.4009], [1.2205, 4.5387, -2.9494], [4.9480, -3.5521, -1.1682], [2.4454, 5.1254, -2.0323], [-1.2308, 7.6637, 1.9189], [-2.6778, -7.2347, 2.0869], [-2.5375, 7.2712, 2.5777], [-0.1170, -3.4581, -1.7197], [4.1899, -3.5285, 0.2983], [1.0067, 2.0611, -2.5216], [0.3882, -0.7409, -1.6998], [-2.0580, -5.8748, 1.8383], [-3.5543, -8.4466, 3.7380], [-1.1910, 9.0873, 1.4522], [-4.1707, -7.2532, 1.9576], [-0.7018, -1.9456, -1.4723], [0.0423, 3.7126, -0.8752], [-0.2849, 7.7618, -0.0956], [-1.5269, 3.2279, -0.5662], [0.1900, -3.6840, -2.8426], [1.6127, 4.1437, -3.9838], [-1.0055, -5.8720, 2.1415], [-0.9874, -4.2333, -1.4690], [-1.9987, 4.0396, 0.1505], [-2.1563, 3.2234, -1.5669], [-2.5551, -5.0981, 2.4288], [6.1039, -3.3331, -0.9732], [3.9886, -2.4165, 0.6021], [-0.8692, 9.7777, 2.2365], [-1.5447, 2.1982, 0.0068], [2.2145, -2.9826, -1.2716], [3.1635, -5.6610, 0.1904], [-2.6458, 7.7542, 3.5535], [-4.5013, -7.4191, 0.9288], [-1.6054, -1.8111, -2.2375], [-2.1224, -5.6014, 0.7808], [-2.5878, 6.1854, 2.7123], [-1.2127, -1.9169, -0.3947], [2.2462, 6.2748, -1.7796], [1.4482, -1.0935, -2.0486], [0.5388, -0.1939, -0.6502], [-4.6558, -6.3526, 2.3500], [-2.2051, -7.9863, 1.4428], [4.9888, -3.9483, 1.0797], [-2.1404, 9.4377, 1.0325], [0.4689, 5.4473, -3.1352], [-0.3901, 7.4307, 2.5838], [1.6864, -4.9772, -1.6089], [-3.3948, 7.5489, 1.9557], [2.7143, 4.4880, -1.0884], [2.5405, -4.5044, 1.5426], [0.7618, 3.0535, -0.1948], [4.5630, -2.6300, -1.8135], [0.0861, 4.8568, -0.5717], [3.4289, 5.1362, -2.7087]],
  "forces_ev_per_a": [[0.233, 1.484, 0.704], [0.565, 1.397, 1.323], [-2.679, 1.107, -0.017], [0.895, -1.533, -0.308], [0.132, 0.732, -0.319], [0.114, -0.410, -0.896], [0.714, 0.515, -0.925], [-1.259, 0.851, 2.216], [0.374, -0.468, 0.913], [0.038, 1.333, -1.922], [-1.068, -1.057, 0.749], [0.201, -0.782, -0.578], [1.591, -1.192, -0.338], [0.482, -0.136, 2.388], [0.106, 0.897, -0.065], [0.573, 2.275, 1.047], [1.133, 0.828, -0.980], [-0.926, -0.248, 1.091], [0.650, 1.330, -0.925], [-0.188, -0.342, -0.133], [-1.681, -0.014, 0.076], [0.876, -1.484, 0.216], [0.665, -0.321, 0.336], [1.159, -0.092, 1.926], [0.217, 0.032, 0.320], [0.208, -0.976, 1.676], [0.000, 0.683, 0.492], [-0.335, 0.155, -0.747], [-1.214, -0.472, -0.897], [-1.221, -1.093, 1.262], [0.968, -0.717, -1.971], [0.275, 0.634, 0.356], [-0.472, 0.804, 2.276], [-0.788, 0.819, 2.123], [-0.171, -0.011, -0.383], [1.642, 1.745, -0.580], [0.851, -1.646, -1.359], [1.421, -0.221, 2.141], [-0.108, -0.156, -0.031], [-2.470, -0.785, -0.611], [0.077, -2.102, -0.778], [0.086, -0.052, -0.239], [-0.090, 2.005, -1.468], [-0.279, 0.235, -0.009], [-0.416, 2.614, 0.215], [0.091, -0.061, -0.124], [-0.032, -0.116, 0.223], [1.834, -0.061, 1.467], [0.182, -0.101, 0.173], [0.106, 0.197, 0.096], [1.490, 0.180, -2.345], [0.341, -2.745, -0.261], [-2.253, 0.410, 0.679], [-0.214, -1.196, -2.343], [0.218, 0.038, -0.048], [-0.141, 0.029, 0.012], [-1.603, 0.935, -1.601], [-0.034, -0.174, 0.133], [1.565, -2.073, 0.323], [-0.019, 0.135, -0.068], [-0.152, 0.490, 0.162], [0.170, 0.054, 0.024], [-0.781, 1.271, -1.841], [0.893, -0.017, -2.273], [-1.433, 1.709, -1.136], [0.622, -2.460, 1.048], [0.316, -2.469, -1.161], [-2.048, -0.142, 1.492]],
  "homo_lumo_gap_ha": 0.240,
  "charge": -1,
  "total_energy_ev": -82975.583,
  "homo_energy_ev": -4.84
}